A structure of composition CHF3O4PTl. Source: the Open Molecules 2025 dataset; level of theory: ωB97M-V with the def2-TZVPD basis set.

Properties
E = -1153.291941 a.u.
Molar mass = 369.37 g mol⁻¹
Energy relative to the best compared isomer or geometry (same formula, charge and spin) = 13.4 kcal per mole
Kohn-Sham gap = 0.3771 Eh
E_LUMO = -0.55 eV

Structure (XYZ):
```
11
CHF3O4PTl, DFT ωB97M-V with the def2-TZVPD basis set
P 1.3889 0.0796 0.2123
F 1.1541 1.0934 -1.0011
F 2.8928 0.6634 0.3946
F 0.9423 0.7957 1.5587
O 1.6991 -1.3833 0.0825
O -2.2374 0.0527 1.1877
O -0.4477 -0.3759 -0.0243
O -2.1252 0.8704 -0.8676
C -1.6118 0.2147 0.1674
H -1.6484 0.7030 -1.6909
Tl -0.0066 -2.7138 -0.0192
```